C6H7NO | ωB97M-V/def2-TZVPD

Each line ends with the natural charge from an NBO analysis.
Geometry (Å):
C -1.1952 -3.0374 0.4633  -0.102
C -0.4039 0.3734 0.1808  -0.017
C 0.2699 0.6511 -1.2253  -0.163
C 1.2145 1.5963 -1.1524  -0.265
C 1.1367 2.1617 0.2133  -0.176
C 0.3239 1.3415 0.9758  -0.221
H 0.0143 -3.7443 0.6773  0.178
H -2.0557 -3.7454 0.4460  0.205
H -1.4946 0.5755 0.0554  0.230
H 0.2659 -0.1609 -2.0749  0.212
H 1.8615 1.8191 -1.9589  0.220
H 1.7652 2.9372 0.5790  0.215
H -0.0833 1.9618 1.9133  0.216
N -1.4223 -1.7749 0.3132  -0.145
O -0.1968 -0.9547 0.5941  -0.388

DFT total energy = -9867.2895 eV
HOMO = -8.6 eV
gap between HOMO and LUMO = 0.339 Ha
lowest unoccupied orbital energy = 0.593 eV
energy relative to the best compared isomer or geometry (same formula, charge and spin) = 5.368 eV

***

C4H10O3 | ωB97M-V/def2-TZVPD

Each line ends with the natural charge from an NBO analysis.
Geometry (Å):
C -1.3541 1.8949 -1.1589  -0.338
C -0.5957 0.9893 -0.5510  -0.275
C -0.2431 1.0348 0.8668  0.258
C -0.1317 2.1240 1.6112  -0.463
O 0.0294 -0.2178 1.4140  -0.688
H -1.9224 2.6829 -0.6767  0.195
H -1.5515 1.8651 -2.2216  0.196
H -0.3043 0.1536 -1.1710  0.226
H -0.0143 2.1123 2.6876  0.211
H -0.3367 3.1271 1.2661  0.205
H 0.4713 -0.6632 0.7420  0.469
O -0.0055 -3.8231 0.7137  -0.945
H 0.6568 -3.4564 1.3021  0.471
H -0.7597 -3.2390 0.7043  0.476
O 1.6411 -1.4091 -1.9096  -0.941
H 2.3857 -0.9061 -1.5533  0.468
H 2.0348 -2.2692 -2.0657  0.476

DFT total energy = -10450.9493 eV
HOMO = -8.9 eV
gap between HOMO and LUMO = 0.343 Ha
lowest unoccupied orbital energy = 0.475 eV
SMILES = C=CC(=C)O.O.O
energy relative to the best compared isomer or geometry (same formula, charge and spin) = 2.294 eV

***

C24H29BrN2O11PbS2Se | ωB97M-V/def2-TZVPD

Each line ends with the Mulliken charge.
Geometry (Å):
Pb 0.4380 1.0163 -0.8426  1.394
C -2.6350 -1.2427 2.3705  -0.896
O -2.3014 -0.8938 1.0442  -0.201
C -3.1390 0.0885 0.4589  -0.979
C -2.8344 1.5142 0.9245  0.211
O -2.1444 2.2021 -0.1060  -0.209
C -1.9521 3.5810 0.1637  -0.921
C -0.7587 3.9158 1.0544  0.727
O 0.4212 3.8483 0.2852  -0.314
C 1.5953 4.0297 1.0500  -0.739
H -3.6485 -1.6574 2.4188  0.318
H -2.5758 -0.3904 3.0547  0.283
H -1.9158 -1.9982 2.6859  0.260
H -4.1895 -0.1639 0.6437  0.361
H -2.9401 0.0297 -0.6118  0.298
H -2.2157 1.4789 1.8278  -0.211
H -3.7689 2.0481 1.1450  0.476
H -2.8573 3.9892 0.6303  0.409
H -1.8002 4.0616 -0.8049  0.319
H -0.6980 3.2119 1.8929  -0.679
H -0.8841 4.9347 1.4492  0.618
H 1.6006 5.0179 1.5234  0.343
H 2.4305 3.9529 0.3575  0.240
H 1.6892 3.2624 1.8275  0.243
O 3.1772 -1.1070 -3.9947  -0.635
Se 3.2096 -0.4371 -2.5794  1.178
O 2.4853 -1.6538 -1.4619  -0.434
O 2.1900 0.8071 -2.4082  -0.687
O 4.6319 -0.1607 -1.9764  -0.681
C 3.0318 -4.0005 0.3977  -0.835
N 1.6087 -3.7562 0.3937  0.222
C 0.6161 -4.6860 0.5349  -0.484
C -0.5656 -4.0167 0.4959  -0.551
N -0.2724 -2.6943 0.3271  0.971
C 1.0487 -2.5512 0.2649  0.105
S 2.0477 -1.1069 0.1077  0.079
H 3.2124 -5.0632 0.5297  0.365
H 3.4989 -3.4313 1.2010  0.287
H 3.4641 -3.6640 -0.5435  0.301
H 0.8244 -5.7308 0.6587  0.497
H -1.5727 -4.3789 0.5566  0.504
H -0.9582 -1.9342 0.2911  0.156
Br -0.5399 0.2695 8.5051  -0.190
C -0.1178 0.2104 6.6557  0.017
C -0.5942 1.2061 5.8172  -0.801
C -0.3099 1.1353 4.4668  0.067
C 0.4391 0.0821 3.9536  0.435
C 0.9153 -0.9033 4.8119  -0.583
C 0.6381 -0.8429 6.1653  -0.589
C 0.6853 0.0064 2.4757  0.052
O 1.4023 -0.9665 2.0849  -0.752
O 0.1629 0.8649 1.7456  -0.218
H -1.1768 2.0228 6.2162  0.442
H -0.6725 1.8996 3.7945  0.182
H 1.4970 -1.7182 4.4076  0.483
H 1.0005 -1.6095 6.8349  0.440
O 1.2947 -0.0343 -8.4254  -0.474
C 0.5865 0.8736 -7.7211  0.588
O 0.3505 1.9538 -8.1903  -0.569
C 0.1457 0.4500 -6.3651  0.519
C -0.0848 1.4236 -5.3975  -0.956
C -0.4565 1.0630 -4.1206  -0.254
C -0.5939 -0.2805 -3.7775  0.612
S -1.0050 -0.7722 -2.1399  -0.516
C -0.4327 -1.2520 -4.7607  -0.806
C -0.0675 -0.8888 -6.0402  -0.994
H 1.5061 -0.8040 -7.8827  0.332
H 0.0473 2.4625 -5.6632  0.443
H -0.6471 1.8322 -3.3819  0.545
H -0.5873 -2.2915 -4.5135  0.410
H 0.0209 -1.6629 -6.7932  0.426

DFT total energy = -213165.6446 eV
HOMO = -7.9 eV
gap between HOMO and LUMO = 0.288 Ha
lowest unoccupied orbital energy = -0.058 eV
energy relative to the best compared isomer or geometry (same formula, charge and spin) = 1.334 eV

***

C27H32IIrN7O3S | ωB97M-V/def2-TZVPD

Each line ends with the Mulliken charge.
Geometry (Å):
Ir 0.2530 1.3713 0.1582  2.517
C -5.3760 1.0739 2.0815  -0.948
C -4.5588 -0.2001 2.2822  -0.603
N -3.2764 0.0605 2.9004  -0.148
C -2.1784 0.4423 2.2606  0.297
S -2.2118 0.5701 0.5281  -0.314
N -1.1061 0.6622 2.9836  -1.350
N 0.0074 1.1263 2.4918  0.679
C 1.0710 1.2517 3.2296  0.835
C 1.1342 0.8122 4.6517  -1.817
C 2.2052 1.9172 2.6139  0.374
C 3.4026 2.1704 3.2923  -0.656
C 4.3940 2.8981 2.6566  -0.601
C 4.1786 3.3543 1.3642  -0.891
C 2.9752 3.0385 0.7473  0.032
N 2.0344 2.3371 1.3504  0.046
H -6.3480 0.8093 1.6769  0.384
H -4.8770 1.7408 1.3815  0.252
H -5.5270 1.5896 3.0266  0.323
H -4.3720 -0.6769 1.3154  0.283
H -5.0996 -0.9005 2.9212  0.397
H -3.2272 0.0891 3.9104  0.287
H 0.2136 0.3132 4.9368  0.368
H 1.2836 1.6645 5.3142  0.438
H 1.9672 0.1260 4.7916  0.419
H 3.5506 1.8250 4.3030  0.466
H 5.3202 3.1180 3.1650  0.476
H 4.9106 3.9563 0.8493  0.472
H 2.7760 3.3607 -0.2652  0.423
C 3.9770 -1.0378 0.0843  -1.024
C 3.1166 -1.3459 -1.0855  0.710
N 3.2058 -2.4771 -1.6974  -0.543
C 2.3948 -2.8526 -2.6733  -1.249
C 1.3249 -2.0681 -3.0658  0.880
C 0.3214 -2.5920 -4.0560  -1.099
O -0.9558 -2.5729 -3.4403  -0.444
C 1.1600 -0.8093 -2.4613  0.202
C 0.0926 0.0648 -2.8521  0.093
N -0.3990 1.0408 -2.1685  0.418
C -1.4409 1.8181 -2.6774  0.521
C -2.2430 1.4041 -3.7558  -0.367
C -3.2381 2.2002 -4.2815  -1.008
C -3.5148 3.4370 -3.7200  -0.626
C -2.7612 3.8750 -2.6449  -0.681
C -1.7486 3.0764 -2.1404  0.398
I -0.6243 3.8963 -0.5070  0.166
C 2.0999 -0.3752 -1.4703  0.085
O 2.0744 0.7533 -0.9278  -1.058
H 4.5536 -1.9151 0.3614  0.360
H 3.3508 -0.7215 0.9183  0.066
H 4.6523 -0.2150 -0.1500  0.340
H 2.6146 -3.8014 -3.1356  0.442
H 0.5978 -3.6081 -4.3530  0.463
H 0.3281 -1.9604 -4.9574  0.372
H -1.5659 -3.0822 -3.9855  0.332
H -0.2890 -0.1412 -3.8503  0.491
H -2.0982 0.4260 -4.1867  0.395
H -3.8028 1.8520 -5.1323  0.422
H -4.2996 4.0612 -4.1147  0.430
H -2.9614 4.8399 -2.2041  0.396
C -0.3977 -4.3714 -0.1408  -0.871
N 0.1384 -3.2487 0.5902  0.258
C 1.0330 -3.5754 1.6803  -0.899
C -0.0758 -2.0012 0.2296  -0.088
O 0.4708 -1.0225 0.7576  -0.879
H -0.9083 -5.0481 0.5457  0.342
H 0.4209 -4.9126 -0.6241  0.332
H -1.0982 -4.0269 -0.8989  0.266
H 0.5711 -4.3346 2.3106  0.393
H 1.2192 -2.6787 2.2671  0.166
H 1.9766 -3.9637 1.2930  0.337
H -0.7922 -1.8888 -0.5972  0.317

DFT total energy = -66849.8313 eV
HOMO (spin up / spin down) = -13.2 / -13.1 eV
gap between HOMO and LUMO (spin up / spin down) = 0.196 / 0.198 Ha
expectation value of S² = 0.83
lowest unoccupied orbital energy (spin up / spin down) = -7.852 / -7.687 eV
net charge = +2
spin multiplicity = 2